Formula: C78H174N10O14
Source: the Open Molecules 2025 dataset
Level of theory: wB97M-V/def2-TZVPD

Computed properties:
LUMO level   0.39 eV
E_HOMO   -0.2976 Ha
Kohn-Sham gap   8.49 eV

Geometry as ORCA input:
```
! wB97M-V def2-TZVPD RIJCOSX def2/J DEFGRID3
* xyz 0 1
O -3.08 1.13 -8.24
O -2.23 8.31 1.07
O -9.74 -10.13 0.61
O -0.17 -0.21 -1.77
O 1.50 -9.39 8.20
O 1.10 -6.02 4.40
O 5.83 -1.85 1.93
O 4.07 1.13 -7.10
O 4.87 1.59 1.08
O 1.99 2.01 7.89
O 2.85 -0.54 -4.16
O -1.87 2.50 -3.29
O 2.72 6.96 -1.60
O -7.72 -5.08 0.77
N -4.12 0.21 -8.51
N 1.43 4.08 -3.44
N -8.91 -7.41 1.58
N -1.81 7.02 1.49
N 3.94 2.45 1.72
N 1.38 2.23 6.62
N 6.41 -2.46 0.79
N -1.00 -0.91 -0.85
N 3.48 2.08 -4.60
N -0.21 -7.55 6.57
C 1.64 5.00 -2.35
C 4.01 1.45 -3.41
C -10.15 -8.99 -0.08
C 3.38 4.70 2.54
C 0.55 -0.21 0.91
C 5.32 -2.97 -0.09
C -2.90 -2.32 -0.43
C -0.53 4.49 1.21
C -4.18 1.21 -10.72
C 0.91 -2.38 -0.15
C -0.55 2.00 4.47
C -6.65 -1.04 -8.85
C 4.04 2.55 -6.91
C 0.77 1.23 4.41
C -0.29 3.27 5.20
C 8.15 -2.53 -0.87
C -1.11 -2.04 1.36
C -0.19 -1.39 0.28
C -3.49 -1.20 -6.59
C -5.03 0.83 -9.50
C -6.03 -0.22 -10.01
C -0.82 -7.15 5.28
C 7.09 -2.89 -1.94
C 0.00 7.81 2.94
C -0.29 -5.86 4.70
C -5.76 2.10 -9.01
C 0.58 4.42 7.16
C 7.52 -1.70 0.24
C 1.78 -1.45 -4.10
C 2.56 2.75 3.76
C -3.97 6.01 1.05
C -2.12 -2.99 0.70
C 0.01 5.48 2.18
C -6.83 -4.00 0.83
C -5.60 -1.57 -7.88
C 2.96 0.69 5.56
C -1.99 -1.75 -1.55
C 3.04 0.32 -3.03
C 0.07 -9.34 8.19
C 1.99 -10.18 9.26
C -0.57 -8.91 6.91
C 0.34 3.20 -3.27
C 1.48 1.01 5.77
C -9.26 -6.18 2.34
C 7.09 -0.26 -0.23
C -2.48 5.95 0.74
C 1.87 -4.83 4.27
C 8.61 -1.50 1.28
C -2.39 6.13 -0.80
C 4.38 3.84 1.71
C 0.76 -0.15 6.43
C 0.43 7.43 0.48
C -8.83 -4.88 1.66
C 4.54 -3.99 0.75
C -5.38 0.50 -6.38
C -1.41 -2.93 -2.32
C -9.45 -11.20 -0.24
C 2.69 6.04 -2.67
C 3.03 4.19 3.87
C -1.11 3.68 -3.42
C 4.66 1.38 3.87
C 4.40 2.80 -5.47
C 4.26 4.35 0.28
C -1.03 2.55 7.50
C 4.29 -1.96 -0.59
C 3.51 8.11 -1.83
C 5.82 4.13 2.20
C 3.47 1.79 2.99
C -4.66 -0.51 -7.31
C 5.93 -3.68 -1.30
C -2.83 -0.81 -2.41
C -2.05 4.52 1.16
C -3.28 2.60 -3.41
C 2.69 0.54 2.59
C -0.35 6.96 1.73
C -10.10 -7.71 0.77
C 0.16 3.01 6.65
C 3.97 0.73 -8.44
H 6.27 5.03 1.80
H 1.48 -4.30 3.40
H 0.91 -1.15 6.01
H 5.26 -3.85 -2.16
H 3.76 -2.27 -1.49
H 1.22 0.29 0.19
H 4.25 1.01 4.82
H 3.07 2.92 -7.25
H 0.59 -3.38 -0.44
H -3.09 0.01 -1.74
H 1.36 -0.55 1.56
H -6.02 -4.07 0.10
H -0.69 0.60 -1.86
H 3.25 -0.24 -2.12
H -0.24 -10.39 8.31
H 1.50 2.52 3.56
H -1.79 -2.82 -3.34
H 1.42 -1.95 -1.02
H 3.23 4.46 -0.05
H 0.38 0.27 4.07
H -0.32 -2.96 -2.31
H 2.06 0.75 -2.77
H -0.10 5.26 7.12
H -0.37 -9.73 6.20
H 6.25 0.05 0.39
H -8.59 -10.90 -0.84
H 1.64 -2.60 0.63
H 0.42 2.45 -4.07
H 3.73 5.74 2.62
H -4.87 1.46 -6.49
H 3.41 1.50 4.98
H 4.83 -1.15 -1.08
H -8.15 -7.03 1.02
H 5.41 2.38 -5.32
H 6.10 -4.74 -1.08
H 3.51 0.60 6.50
H -1.40 4.40 -2.64
H -4.85 1.53 -11.51
H 8.31 -3.53 -0.47
H -2.74 -1.49 -7.31
H 2.26 0.02 3.45
H 4.81 2.99 -7.56
H 0.97 8.35 0.68
H -6.22 2.67 -9.82
H -7.45 -0.42 -8.43
H 2.45 4.80 1.97
H 1.95 -2.27 -3.39
H -5.05 -2.44 -8.23
H -1.25 1.51 7.26
H 5.04 1.11 -3.56
H -1.51 -3.82 0.32
H -11.09 -9.03 -0.64
H -2.36 7.19 -1.03
H 1.36 1.76 3.66
H -7.21 -1.91 -9.20
H 0.39 3.86 4.57
H -0.45 8.81 2.91
H 1.08 7.98 2.94
H -1.34 4.21 -4.35
H -0.63 -2.59 2.17
H 7.93 0.42 -0.11
H 3.29 -0.20 2.06
H 9.07 -2.10 -1.26
H -4.58 5.16 0.74
H -8.62 -4.10 2.39
H 0.79 -1.05 -3.88
H 3.18 1.28 -5.14
H -0.07 4.59 0.22
H 1.79 -2.08 -5.00
H 3.95 2.14 -2.56
H 4.48 3.87 -5.27
H 3.88 -3.54 1.51
H -3.25 5.70 -1.31
H 4.69 5.35 0.15
H -9.70 -4.48 1.13
H -9.42 -8.81 -0.89
H 5.83 -2.56 2.58
H -5.56 -0.99 -10.63
H -10.36 -11.48 -0.80
H -0.32 -0.20 6.52
H -4.42 6.94 0.73
H 2.56 2.57 4.84
H 3.68 1.50 -9.18
H -0.51 -4.96 5.28
H 3.91 4.27 4.53
H 7.63 -3.45 -2.70
H -0.96 2.08 3.47
H -3.69 -2.97 -0.82
H -1.87 -6.90 5.47
H 2.24 4.78 4.35
H 3.37 -0.16 -8.58
H 0.80 -7.52 6.41
H -2.63 8.61 1.89
H -0.15 7.75 -0.40
H -0.76 -5.69 3.72
H -3.67 1.83 -2.75
H -3.65 3.57 -3.07
H -3.55 -1.58 0.06
H 5.29 0.60 3.46
H 8.77 -2.49 1.72
H -0.24 7.47 3.95
H -6.17 -1.99 -7.04
H 6.79 -1.92 -2.35
H 1.87 0.79 1.92
H -0.72 2.61 8.54
H 2.00 -4.19 5.14
H 1.52 4.64 6.65
H -6.40 0.71 -6.69
H 6.74 -0.23 -1.27
H -2.03 2.96 7.34
H -10.97 -7.79 1.43
H -6.27 -3.99 1.77
H -6.79 0.26 -10.62
H 1.09 5.46 1.96
H 4.34 1.32 0.32
H 1.91 4.40 -1.47
H 1.69 -11.22 9.10
H 3.68 5.60 -2.87
H -1.69 -1.22 1.79
H -3.10 -0.37 -5.97
H -1.65 -9.04 7.03
H -2.53 4.40 2.13
H -0.17 3.48 1.45
H 0.96 6.59 0.00
H -6.40 1.98 -8.15
H -1.18 3.89 5.32
H -0.20 -9.01 9.20
H 5.19 2.21 4.33
H -3.52 0.42 -11.07
H 2.81 -5.26 3.94
H 3.46 8.85 -1.04
H -1.46 5.67 -1.13
H 6.46 3.26 2.00
H -10.27 -6.89 0.07
H 3.05 -0.22 4.97
H -1.75 -3.88 -1.91
H 1.07 -0.39 7.46
H -2.76 -3.49 1.43
H -4.10 6.03 2.14
H -3.50 2.05 -10.55
H 3.85 -4.48 0.06
H -0.29 5.15 3.17
H -2.28 0.65 -8.44
H 5.00 0.63 -8.80
H 5.87 4.12 3.29
H -3.73 -1.39 -2.64
H 9.58 -1.35 0.79
H 2.25 3.57 -3.72
H 3.16 8.53 -2.78
H -4.95 2.77 -8.72
H 1.52 -9.81 10.18
H 3.05 -10.25 9.47
H 4.52 7.74 -2.00
H 0.44 2.60 -2.35
H -2.35 3.79 0.41
H -1.33 1.44 5.00
H -0.02 0.59 1.39
H 2.46 6.60 -3.59
H -0.81 -7.94 4.53
H -3.61 2.42 -4.44
H 2.71 2.65 7.84
H -8.77 -6.19 3.32
H -2.24 -0.43 -3.24
H 8.57 -0.74 2.05
H -3.81 -1.91 -5.83
H -5.31 0.16 -5.35
H -9.27 -12.12 0.32
H 0.76 5.55 -2.01
H -10.30 -5.95 2.60
H -7.30 -3.02 0.71
H 5.20 -4.65 1.31
H 3.63 -1.52 0.16
H 4.83 3.75 -0.44
H 0.92 4.24 8.19
*
```


Formula: C6H10N2
Source: the Open Molecules 2025 dataset
Level of theory: wB97M-V/def2-TZVPD

Computed properties:
LUMO level   1.09 eV
E_HOMO   -0.3110 Ha
Kohn-Sham gap   9.55 eV

Geometry as ORCA input:
```
! wB97M-V def2-TZVPD RIJCOSX def2/J DEFGRID3
* xyz 0 1
N 1.16 -1.11 0.05
N -0.24 1.21 -0.75
C 0.94 1.13 0.06
C 1.46 -0.06 0.94
C -0.04 -1.39 -0.55
C -1.77 -0.01 0.71
C 1.84 0.05 -0.47
C -1.04 -0.09 -0.52
H -2.34 0.86 0.73
H 2.22 -0.13 1.71
H -0.47 -2.11 0.06
H 0.00 -1.31 -1.82
H -2.80 -0.62 0.59
H -1.00 -0.22 1.50
H 2.93 0.18 -0.90
H -1.69 -0.23 -1.31
H -0.68 1.82 0.01
H 1.52 2.04 -0.03
*
```


Formula: C2H5N
Source: the Open Molecules 2025 dataset
Level of theory: wB97M-V/def2-TZVPD

Computed properties:
LUMO level   1.33 eV
E_HOMO   -0.3491 Ha
Kohn-Sham gap   10.83 eV

Geometry as ORCA input:
```
! wB97M-V def2-TZVPD RIJCOSX def2/J DEFGRID3
* xyz 0 1
N 0.10 -0.34 -0.74
C 0.50 -0.20 0.64
C -0.56 0.63 0.02
H 1.51 0.09 0.81
H -0.40 -1.17 -0.89
H -0.25 1.58 -0.43
H -1.41 0.47 0.60
H 0.18 -1.18 1.11
*
```


Formula: C62H73F5N17
Source: the Open Molecules 2025 dataset
Level of theory: wB97M-V/def2-TZVPD

Computed properties:
LUMO level   -4.50 eV
E_HOMO   -0.3327 Ha
Kohn-Sham gap   4.56 eV

Geometry as ORCA input:
```
! wB97M-V def2-TZVPD RIJCOSX def2/J DEFGRID3
* xyz 1 1
F 4.59 -8.82 -2.07
F 6.64 -7.83 -2.11
F 0.70 -6.46 -0.17
F 5.14 -7.44 -3.69
F 1.01 -4.41 0.75
N -6.70 -7.86 -8.93
N 5.98 4.39 8.47
N -1.49 -8.68 -5.94
N -0.06 -1.09 -0.19
N 5.86 1.42 2.01
N 0.74 -3.89 -5.01
N 1.47 6.93 1.67
N -2.78 2.92 2.65
N -4.56 -10.90 -10.22
N -0.81 -3.52 -3.10
N -9.18 0.61 4.94
N 2.14 6.76 5.08
N 5.17 2.59 -1.02
N -4.31 0.37 -0.74
N 0.23 11.96 3.93
N 1.21 -4.60 -2.82
N -0.74 -3.87 -1.79
C 6.88 3.45 8.05
C 0.33 -3.96 -3.72
C -4.34 -12.24 -10.05
C -0.38 12.67 2.93
C -3.94 2.98 3.38
C 1.37 12.60 4.32
C 0.56 6.79 0.65
C 3.34 3.78 -0.62
C 0.39 13.78 2.67
C -7.80 1.23 3.33
C 4.70 -6.43 -1.60
C -3.57 -10.37 -11.01
C 4.92 -4.08 -0.59
C -0.21 7.93 0.61
C -7.29 -8.37 -7.80
C -4.77 1.57 -0.28
C -2.71 -11.39 -11.35
C -5.12 -7.95 -7.39
C -0.80 -7.50 -5.81
C -6.52 0.30 -0.86
C -6.33 -8.44 -6.83
C 2.55 6.17 7.17
C 5.50 -5.27 -1.24
C 7.47 1.31 3.53
C -2.72 -7.37 -4.64
C 2.95 2.52 -1.15
C 5.29 0.90 3.14
C -5.38 -7.60 -8.68
C 5.30 -7.69 -2.32
C -3.99 4.21 3.99
C 1.15 -5.17 -0.39
C -6.14 1.56 -0.34
C 7.94 4.94 9.36
C 6.62 5.30 9.27
C 8.10 3.76 8.58
C 3.46 7.02 5.31
C -2.66 -8.61 -5.24
C 7.19 1.67 2.24
C -0.86 -0.36 0.66
C -2.81 4.92 3.61
C 2.69 -5.28 -0.70
C 4.71 3.80 -0.55
C -8.31 1.50 5.50
C -5.38 -0.41 -1.11
C 1.28 0.30 0.89
C 1.57 6.25 6.22
C 3.27 -6.46 -1.34
C 0.26 8.79 1.64
C 0.46 -4.53 -1.65
C -0.05 0.52 1.34
C -3.20 -12.57 -10.74
C -1.54 -6.67 -5.00
C 3.49 -4.09 -0.33
C 4.10 1.81 -1.39
C 6.27 0.82 4.10
C 1.24 -0.70 -0.04
C -8.88 0.44 3.62
C 1.50 13.73 3.55
C -7.44 1.91 4.52
C 3.75 6.66 6.60
C 1.29 8.15 2.27
C -2.09 4.09 2.78
H 1.14 -3.06 -5.44
H 2.00 12.20 5.10
H -3.55 -9.32 -11.26
H -3.34 0.10 -0.81
H -6.48 -8.80 -5.82
H 5.60 -3.22 -0.36
H 2.98 -3.22 0.13
H -2.48 2.13 2.11
H 5.38 1.58 1.14
H -8.33 -8.64 -7.79
H -9.93 0.15 5.43
H 6.08 6.13 9.70
H 0.15 -7.36 -6.30
H -3.52 -7.02 -4.02
H 4.25 0.64 3.17
H 8.43 1.39 4.01
H -7.53 -0.05 -1.05
H -3.34 -9.44 -5.22
H -5.22 -1.40 -1.51
H 0.54 5.90 0.05
H -9.46 -0.23 3.00
H -4.08 2.34 0.06
H -4.75 -7.19 -9.45
H -1.42 -3.69 -1.05
H -1.92 -0.53 0.70
H -1.15 4.24 2.28
H 5.39 4.56 -0.22
H -1.27 -5.67 -4.71
H 8.70 5.46 9.92
H 2.42 5.79 8.18
H -2.77 -13.56 -10.80
H -8.38 1.78 6.54
H 0.71 -4.76 -5.55
H -0.12 9.77 1.88
H -1.01 8.12 -0.08
H -7.17 -7.71 -9.81
H 1.65 6.93 4.21
H -2.53 5.91 3.91
H 6.13 0.45 5.11
H -1.57 -3.03 -3.57
H 1.91 8.45 3.10
H 4.08 7.44 4.53
H -1.83 -11.30 -11.97
H 4.26 0.82 -1.79
H 0.18 14.54 1.94
H -5.01 -12.83 -9.45
H 2.30 14.45 3.62
H -1.18 -9.47 -6.48
H 6.57 2.63 7.41
H 2.03 -1.16 -0.62
H 2.17 0.82 1.22
H 7.81 2.09 1.46
H 2.68 4.58 -0.32
H 0.53 5.98 6.24
H -0.11 11.09 4.31
H -4.63 2.15 3.40
H -5.32 -10.37 -9.83
H -7.32 1.31 2.36
H -6.63 2.61 4.65
H -0.38 -1.81 -0.81
H -1.30 12.33 2.49
H -0.38 1.23 2.08
H -4.16 -7.86 -6.89
H 5.01 4.42 8.22
H 6.60 -5.29 -1.46
H -4.78 4.57 4.63
H 2.15 6.25 1.93
H 2.60 -7.32 -1.59
H -6.79 2.36 -0.03
H 1.95 2.17 -1.33
H 6.13 2.33 -1.09
H 9.02 3.20 8.44
H 4.71 6.73 7.07
*
```


Formula: C2H6NS
Source: the Open Molecules 2025 dataset
Level of theory: wB97M-V/def2-TZVPD

Computed properties:
LUMO level (spin up / spin down)   -4.86 / -5.96 eV
E_HOMO (spin up / spin down)   -0.5120 / -0.5338 Ha
Kohn-Sham gap (spin up / spin down)   9.07 / 8.56 eV

Geometry as ORCA input:
```
! wB97M-V def2-TZVPD RIJCOSX def2/J DEFGRID3
* xyz 1 1
S 2.32 -0.15 -0.04
N -0.33 -1.02 0.24
C -0.62 0.00 -0.77
C 0.59 0.11 -0.01
H -1.41 0.55 -0.49
H 2.71 1.13 0.31
H -0.80 -1.04 1.17
H -0.03 -1.94 0.04
H 0.35 1.46 1.98
H -0.50 -0.50 -1.69
*
```


Energy above the lowest of the compared OMol25 structures with the same formula, charge and spin / eV: 14.447, 6.730, 1.415, 1.818, 5.292